[1]
Computed, not measured: C22H41CaN6O7PS2Te as an isolated structure, with wB97M-V/def2-TZVPD.

Summary:
ΔE to the lowest compared entry with this formula, charge and spin: 28.6 kJ/mol
Total charge: -2

Atoms and positions in Å:
H1 -4.1340 1.6087 -0.6660
C1 -2.3427 2.2176 -1.6551
C2 5.4178 2.9935 -0.0444
O1 -1.2264 -3.7882 -3.3162
N1 2.9412 -1.1151 5.5224
H2 0.2285 -2.3820 0.5197
H3 -2.4804 0.1713 -1.9725
C3 4.5668 3.3854 -3.9500
H4 -0.3260 -4.9200 0.2376
C4 -5.5876 -1.3616 0.9264
H5 -6.4103 -2.0290 0.6553
H6 -0.4336 3.1443 0.3316
H7 3.7885 1.7160 0.5217
S1 0.8583 -1.8213 2.5098
N2 5.4046 0.6534 2.4693
C5 -5.4311 -1.2779 2.4629
C6 3.2624 -0.6843 2.9989
H8 -1.8608 -4.2636 -0.3863
O2 -0.1992 -2.2415 -0.3666
H9 -3.4355 3.0994 -0.0389
H10 6.7155 3.4576 -4.0539
P1 2.6547 2.2494 -2.5669
C7 -0.3816 2.4490 1.1715
O3 3.5390 2.3987 -3.9074
H11 -1.5119 2.9129 -1.5243
S2 2.7446 -0.7650 0.3681
H12 -4.1167 -0.4320 3.9347
H13 5.9885 2.0793 -4.9080
O4 1.8293 1.0180 -2.7860
C8 -0.7110 -2.9280 -2.6024
C9 -3.0192 -2.0637 3.0991
H14 -1.6557 1.4247 2.5441
H15 -2.9990 2.6393 -2.4286
H16 4.3875 4.0051 -4.8319
H17 -6.1479 -0.5418 2.8346
C10 -4.2722 -1.8429 0.3490
H18 1.3600 1.4699 0.6921
H19 5.5653 3.4019 0.9566
C11 -1.7727 2.0610 1.6582
O5 3.8174 1.9654 -1.5035
H20 0.1157 2.9813 1.9941
O6 -3.6316 -1.1956 -0.4467
H21 -1.5220 0.9369 -3.0385
H22 1.8579 -3.9469 -0.5316
H23 -5.7190 -2.2316 2.9195
H24 6.0641 2.0810 -3.1392
H25 -2.0223 -3.6246 1.9619
H26 -3.4751 -2.8295 3.7418
C12 -2.5810 -2.7065 1.7835
C13 1.3680 -3.7180 -1.4804
C14 3.9894 2.5191 -0.1896
C15 3.0531 -0.9220 4.3881
C16 4.4413 0.0471 2.6744
H27 -0.9048 -5.3530 -1.3955
H28 -4.4758 -3.4382 1.5182
C17 5.9210 2.7079 -4.0189
H29 -2.2231 0.4825 0.4231
H30 -3.6026 -0.1298 2.2886
H31 1.4412 -4.5794 -2.1471
H32 4.5081 4.0391 -3.0759
H33 -2.1219 -1.7138 3.6162
H34 -1.9291 -2.0496 1.2135
C18 2.3443 -1.0881 2.0131
N3 -1.7946 0.9198 -2.0594
H35 6.1044 2.1563 -0.1687
H36 1.8965 -2.8778 -1.9321
N4 0.3670 1.2631 0.7547
C19 -0.8451 -4.5576 -0.6548
H37 0.3110 0.5352 1.4721
N5 -3.7672 -2.9927 0.9488
C20 -3.1896 2.0903 -0.3849
H38 5.6512 3.7672 -0.7805
H39 -5.7858 -0.3811 0.4956
C21 -0.1028 -3.3692 -1.2425
Te1 1.4686 4.2526 -2.1105
O7 -0.5600 -1.6892 -2.8867
H40 3.2818 3.3372 -0.0423
Ca1 0.4031 -0.2053 -1.4095
N6 -2.6382 1.3527 0.7336
H41 -2.2957 2.9651 1.9882
C22 -4.0146 -0.8984 2.9514

Results of the Mulliken charge analysis, in e, for atoms 1 through 5: H 0.16; C -0.42; C -1.55; O -0.79; N -0.68



[2]
Computed, not measured: a 4-piece molecular cluster, C3H9N2 overall in a non-equilibrium geometry, with wB97M-V/def2-TZVPD.

Summary:
ΔE to the lowest compared entry with this formula, charge and spin: 1222.7 kJ/mol
Total charge: +1

Atoms and positions in Å:
H1 -3.5618 1.4381 0.3125
H2 -1.1393 0.7115 -1.4755
H3 2.9508 -0.7307 1.4114
H4 -0.7019 1.2471 0.8957
H5 4.6780 -3.5054 -2.0867
N1 2.3528 -1.9643 -0.0431
C1 -2.4717 1.2445 0.1689
H6 -2.9082 1.1835 -1.9377
N2 -1.6947 1.0993 1.1922
H7 3.0074 0.0005 -0.3198
C2 2.5701 -0.7614 0.3747
H8 4.5503 -2.9651 -1.5861
C3 -2.1786 0.9595 -1.1725
H9 1.2447 0.3068 0.4828

Results of the Mulliken charge analysis, in e, for atoms 1 through 5: H 0.32; H 0.25; H 0.35; H 0.26; H 0.18



Number 1: E -3801.8840 Eh. Number 2: E -228.5211 Eh.